(1)
{
  "formula": "C15H18BN9O2SbSe4Y",
  "method": "ωB97M-V/def2-TZVPD",
  "max_force_ev_per_a": 1.17,
  "e_lumo_ev": [-4.155, -5.517],
  "charge": 1,
  "spin_multiplicity": 2,
  "elements": ["Sb", "Y", "Se", "Se", "Se", "Se", "O", "O", "N", "N", "N", "N", "N", "N", "N", "N", "N", "C", "C", "C", "C", "C", "C", "C", "C", "C", "C", "C", "C", "C", "C", "C", "B", "H", "H", "H", "H", "H", "H", "H", "H", "H", "H", "H", "H", "H", "H", "H", "H", "H", "H"],
  "coordinates": [[0.530705, -6.254281, 0.342247], [-1.120544, -0.752930, -1.177769], [0.024784, -7.857411, -1.278284], [-0.569581, -3.522492, -0.844733], [1.583592, -4.169831, -0.795430], [0.366074, -5.817355, 2.633960], [-2.571564, -1.394597, -2.871607], [-3.151044, -2.029775, -0.835403], [2.382921, 1.619073, 1.518060], [3.685862, 1.269897, 1.684729], [-3.332740, 0.718184, -0.914551], [-0.448390, 1.596521, -0.989034], [1.289628, -0.670847, -1.347769], [-0.623253, -0.671352, 1.159894], [2.092302, -0.074635, -0.421649], [0.606096, 1.929478, -0.205669], [0.477863, 0.020924, 1.561836], [4.136303, 2.037630, 2.657311], [0.949111, 3.208887, -0.432456], [2.037886, 2.603324, 2.393019], [-4.779154, -0.882997, -2.142534], [0.085202, 3.743054, -1.367215], [-0.299687, -1.053574, 3.341224], [3.143876, 2.917760, 3.134383], [-4.402149, 0.602112, -1.944904], [3.429156, -1.140101, -1.831151], [2.099281, -1.310745, -2.192566], [-1.091683, -1.314116, 2.231872], [3.377658, -0.347296, -0.698978], [-0.765235, 2.690572, -1.685172], [-3.466786, -1.576975, -1.976391], [0.689117, -0.210740, 2.867988], [1.413844, 0.873245, 0.623158], [1.525129, 0.224733, 3.389320], [-1.580700, 2.674103, -2.393586], [1.783248, 3.662165, 0.075558], [-3.706378, 0.391398, -0.026644], [5.164174, 1.951405, 2.973676], [-5.281647, 1.188574, -1.682514], [4.303292, -1.527402, -2.324241], [4.154912, 0.045176, -0.067664], [0.080421, 4.742896, -1.763356], [-5.193117, -1.021599, -3.138598], [1.033600, 2.996057, 2.425860], [3.225691, 3.660668, 3.908624], [-0.421696, -1.427532, 4.342348], [-5.482135, -1.224901, -1.386471], [-3.108264, 1.696839, -0.772396], [-3.996290, 0.986784, -2.878840], [1.689055, -1.859871, -3.027771], [-1.968770, -1.938102, 2.150263]],
  "forces_ev_per_a": [[-0.11, -0.41, 0.17], [-0.61, 0.99, -0.07], [0.11, 0.30, 0.36], [-0.17, -0.72, 0.00], [0.15, 0.06, 0.07], [0.04, -0.12, -0.42], [0.16, 0.01, 0.43], [0.28, 0.05, -0.26], [-0.03, -0.04, -0.16], [-0.23, -0.04, 0.18], [-0.04, 0.11, 0.02], [0.00, -0.24, 0.13], [-0.08, -0.04, 0.12], [0.01, 0.20, -0.44], [-0.15, 0.11, 0.06], [0.03, -0.11, 0.04], [0.02, 0.07, -0.06], [0.15, 0.12, -0.07], [-0.01, 0.12, -0.06], [0.01, 0.03, 0.00], [-0.10, 0.08, -0.05], [0.05, -0.02, 0.01], [0.07, 0.01, -0.02], [-0.04, -0.10, 0.07], [0.10, -0.13, 0.02], [-0.02, 0.06, 0.02], [0.01, -0.02, -0.14], [-0.04, -0.05, -0.02], [0.05, -0.02, -0.06], [-0.06, -0.06, -0.02], [0.44, 0.05, 0.09], [-0.07, -0.09, 0.11], [0.12, -0.13, -0.05], [0.00, 0.03, -0.05], [0.00, -0.03, 0.02], [-0.03, -0.03, -0.01], [0.00, -0.01, 0.06], [-0.02, 0.00, -0.02], [-0.03, -0.01, 0.02], [0.00, 0.02, 0.02], [-0.02, -0.01, 0.00], [0.01, -0.01, 0.01], [-0.02, -0.04, 0.02], [0.03, 0.00, 0.00], [0.00, -0.02, 0.00], [0.02, 0.01, -0.02], [-0.01, 0.00, 0.00], [0.03, 0.04, 0.01], [0.01, 0.01, 0.00], [-0.01, 0.00, 0.00], [-0.01, 0.01, -0.03]]
}

(2)
{
  "formula": "C15H18Cl2N2",
  "method": "ωB97M-V/def2-TZVPD",
  "smiles": "CC[C@@H](C)c1cnc2cccc([C@@H](Cl)[C@H](C)Cl)c2n1",
  "max_force_ev_per_a": 0.76,
  "e_lumo_ev": -0.301,
  "relative_energy_ev": 0.000,
  "elements": ["Cl", "Cl", "N", "N", "C", "C", "C", "C", "C", "C", "C", "C", "C", "C", "C", "C", "C", "C", "C", "H", "H", "H", "H", "H", "H", "H", "H", "H", "H", "H", "H", "H", "H", "H", "H", "H", "H"],
  "coordinates": [[-0.556196, 2.429927, 2.084633], [-3.195346, 3.954904, 0.627335], [-0.046057, -2.709122, 0.005425], [0.094227, 0.106892, 0.102988], [-3.068604, -1.941088, 1.892792], [-3.005320, -0.537729, 1.942142], [-1.972948, 0.159982, 1.353162], [3.510811, -0.558509, -0.884943], [1.009959, -0.613752, -0.479016], [-2.079611, -2.633401, 1.254284], [3.743078, -0.858516, 0.609628], [2.151341, 0.103691, -1.138791], [-1.522042, 2.503836, -0.966305], [-2.540002, 2.335008, 0.164326], [-2.042364, 1.669308, 1.448563], [1.862473, 0.329403, -2.627752], [0.918732, -2.024280, -0.529397], [-1.003066, -1.965159, 0.640900], [-0.943970, -0.562995, 0.686657], [1.234945, 1.206374, -2.745575], [3.150091, -0.192734, 1.227468], [2.185336, 1.080087, -0.661502], [1.338424, -0.515917, -3.061782], [-2.112296, -3.710442, 1.203790], [4.784739, -0.699338, 0.860690], [-3.385294, 1.760807, -0.187972], [3.466367, -1.880907, 0.842111], [4.278303, 0.142787, -1.196761], [-3.881974, -2.465724, 2.363893], [2.786175, 0.515475, -3.165534], [-2.787783, 1.885466, 2.200407], [1.686857, -2.570540, -1.057918], [-1.726997, 1.794353, -1.760688], [3.598504, -1.464670, -1.479008], [-3.780479, 0.011311, 2.455245], [-1.646483, 3.487290, -1.403587], [-0.503533, 2.427923, -0.619908]],
  "forces_ev_per_a": [[0.07, 0.00, 0.03], [-0.12, -0.03, -0.01], [-0.10, 0.33, 0.08], [-0.17, -0.22, 0.16], [0.36, 0.07, -0.19], [0.34, 0.11, -0.20], [-0.16, -0.01, 0.17], [-0.31, 0.13, 0.58], [-0.10, 0.46, -0.02], [-0.29, -0.26, 0.11], [-0.06, 0.01, -0.59], [0.26, 0.17, -0.03], [-0.45, 0.34, -0.06], [0.66, 0.36, -0.08], [-0.08, -0.27, -0.12], [-0.02, 0.10, 0.31], [-0.01, -0.44, -0.13], [-0.17, -0.27, 0.11], [0.12, 0.36, -0.09], [-0.21, 0.08, -0.09], [-0.11, 0.13, 0.17], [0.00, 0.16, 0.13], [0.06, -0.20, -0.21], [0.10, -0.13, -0.05], [0.19, -0.16, 0.14], [-0.31, -0.05, 0.05], [-0.01, -0.14, 0.22], [0.08, 0.03, -0.37], [-0.15, -0.06, 0.07], [0.14, -0.06, -0.17], [-0.13, 0.05, 0.18], [0.11, -0.19, -0.03], [0.20, -0.32, -0.02], [0.21, -0.10, -0.15], [-0.10, 0.06, 0.08], [-0.05, 0.16, -0.10], [0.18, -0.18, 0.10]]
}

(3)
{
  "formula": "C15H18ClN3OTc",
  "method": "ωB97M-V/def2-TZVPD",
  "max_force_ev_per_a": 0.24,
  "e_lumo_ev": [-8.251, -8.704],
  "charge": 2,
  "spin_multiplicity": 4,
  "relative_energy_ev": 0.000,
  "elements": ["Tc", "Cl", "O", "N", "N", "N", "C", "C", "C", "C", "C", "C", "C", "C", "C", "C", "C", "C", "C", "C", "C", "H", "H", "H", "H", "H", "H", "H", "H", "H", "H", "H", "H", "H", "H", "H", "H", "H", "H"],
  "coordinates": [[2.094098, -0.867734, 0.196884], [-0.508315, -0.685629, -1.416185], [1.894295, -2.686063, 0.059899], [3.298299, -1.590464, -3.672217], [2.834554, -0.886661, -1.675902], [2.134235, -0.128187, 2.183489], [1.309819, -3.826050, -3.383070], [3.676566, 0.049988, -2.279025], [0.701219, 0.757432, 5.141827], [0.258060, 0.039533, -0.020918], [1.788734, -3.041684, -2.327095], [2.144810, 0.289458, 3.257708], [1.422631, -3.388445, -1.024755], [2.624684, -1.882979, -2.558787], [2.148928, 0.826373, 4.617786], [0.605773, -4.476898, -0.765352], [3.962339, -0.388178, -3.519958], [0.154460, -5.241950, -1.824501], [0.504216, -4.916344, -3.134592], [3.095479, -0.037383, 5.469453], [2.639910, 2.284808, 4.536679], [3.356452, -2.184596, -4.486209], [0.700737, 1.163767, 6.152580], [3.088594, 0.368522, 6.480319], [4.569676, 0.038152, -4.298775], [4.117510, -0.002763, 5.094361], [0.351636, -4.714334, 0.258312], [1.540444, -3.562168, -4.407645], [1.980921, 2.897799, 3.922733], [3.657232, 2.345500, 4.152035], [0.442447, 1.106758, -0.182046], [0.338306, -0.268654, 5.185989], [2.634252, 2.687196, 5.548979], [0.024596, 1.357031, 4.533757], [0.134565, -5.510210, -3.958311], [-0.352889, -0.129242, 0.864128], [4.001991, 0.945196, -1.777550], [-0.479591, -6.096189, -1.630555], [2.761695, -1.073186, 5.514922]],
  "forces_ev_per_a": [[0.02, 0.23, 0.03], [0.04, 0.07, 0.05], [-0.09, 0.12, 0.06], [0.05, 0.03, -0.04], [-0.04, -0.02, -0.08], [-0.05, -0.18, -0.05], [0.05, 0.09, 0.02], [-0.03, -0.05, 0.08], [0.02, 0.00, 0.02], [-0.06, -0.12, -0.17], [-0.01, -0.02, -0.08], [0.04, 0.00, 0.01], [0.00, -0.13, 0.10], [0.01, 0.08, 0.06], [-0.05, 0.02, -0.05], [0.06, 0.02, 0.01], [0.00, -0.04, -0.02], [0.00, -0.01, -0.07], [-0.05, -0.05, 0.07], [0.01, -0.01, 0.00], [0.01, -0.01, 0.02], [-0.02, 0.00, 0.00], [-0.01, 0.00, 0.00], [0.00, 0.00, 0.00], [0.00, -0.01, -0.01], [0.00, 0.00, 0.00], [-0.01, -0.01, 0.00], [0.01, 0.00, 0.01], [0.00, 0.00, 0.00], [0.00, 0.00, 0.00], [0.03, -0.01, 0.00], [0.00, 0.00, 0.00], [0.00, 0.00, 0.00], [0.00, 0.00, 0.00], [0.00, -0.01, 0.00], [0.07, 0.02, 0.06], [-0.01, 0.01, -0.02], [0.00, 0.00, -0.01], [0.00, 0.00, 0.00]]
}

(4)
{
  "formula": "C15H18CrN6O4S2Se2Te2",
  "method": "ωB97M-V/def2-TZVPD",
  "max_force_ev_per_a": 0.50,
  "e_lumo_ev": [4.057, 4.057],
  "charge": -2,
  "spin_multiplicity": 5,
  "relative_energy_ev": 0.640,
  "elements": ["Te", "Te", "Se", "Se", "Cr", "S", "S", "O", "O", "O", "O", "N", "N", "N", "N", "N", "N", "C", "C", "C", "C", "C", "C", "C", "C", "C", "C", "C", "C", "C", "C", "C", "H", "H", "H", "H", "H", "H", "H", "H", "H", "H", "H", "H", "H", "H", "H", "H", "H", "H"],
  "coordinates": [[-5.151101, -2.062892, 1.277310], [-3.438535, 1.561622, 3.095767], [-2.790099, -1.583551, 0.583812], [-2.139629, 0.669705, 1.152432], [-0.109305, -0.978720, 0.289462], [0.890007, -1.476033, 2.696351], [4.123845, -0.843864, 0.080683], [4.691955, 0.169439, 0.938581], [0.224714, -3.281351, -0.414608], [0.510282, -2.508428, -2.493201], [4.263477, -2.221569, 0.476777], [0.777174, 0.709841, -0.633709], [-1.512755, -1.313117, 3.949493], [2.952715, 1.597595, -1.055996], [2.578379, -0.608482, -0.259229], [-1.001469, -3.311548, 3.215212], [6.766964, -0.401083, -5.263305], [1.003605, 2.935969, -1.411484], [-0.589077, -2.022003, 3.314822], [4.965936, -0.714992, -1.485605], [0.235304, 1.864800, -0.993220], [0.966156, -3.819072, -2.823265], [-2.441285, -3.408721, 3.469912], [-2.754875, -2.056274, 4.136160], [0.160936, -2.334041, -1.193953], [2.146126, 0.591065, -0.652212], [6.144974, -0.498747, -3.999085], [5.399527, -1.627234, -3.666151], [6.305056, 0.511369, -3.055701], [2.374145, 2.727330, -1.418549], [5.708267, 0.408155, -1.808461], [4.812483, -1.732492, -2.416327], [1.189268, -3.800369, -3.888930], [3.048031, 3.521789, -1.733354], [1.860790, -4.070432, -2.250670], [0.558888, 3.875688, -1.701885], [-0.559053, -3.852813, 2.490132], [6.280762, -0.926165, -5.975021], [5.798406, 1.196443, -1.074284], [-3.005267, -3.511045, 2.539842], [6.889345, 1.390329, -3.308677], [-3.582072, -1.545336, 3.640786], [-2.987040, -2.155181, 5.199117], [-0.844963, 1.920329, -0.932463], [0.203054, -4.568418, -2.609125], [-2.665199, -4.252805, 4.123539], [-1.502578, -0.298578, 3.954282], [4.226535, -2.603353, -2.150878], [6.887465, 0.554972, -5.563235], [5.274930, -2.421633, -4.394488]],
  "forces_ev_per_a": [[-0.30, 0.00, -0.14], [0.00, 0.07, 0.25], [-0.19, 0.02, -0.19], [-0.32, 0.26, -0.26], [0.49, -0.05, 0.06], [0.03, 0.18, -0.09], [0.01, -0.07, -0.18], [0.01, 0.00, -0.01], [-0.22, -0.23, -0.14], [-0.13, 0.04, -0.01], [0.01, -0.01, 0.00], [0.11, 0.16, 0.22], [0.13, 0.01, 0.04], [-0.03, 0.10, -0.04], [0.11, 0.22, 0.22], [0.02, 0.15, 0.08], [0.01, -0.01, 0.00], [-0.01, 0.02, -0.02], [-0.13, -0.25, 0.00], [-0.06, 0.02, -0.04], [0.05, -0.11, -0.11], [0.01, -0.02, 0.00], [0.03, -0.07, 0.06], [0.01, -0.02, -0.01], [0.39, -0.08, 0.21], [-0.18, -0.15, -0.02], [0.00, 0.00, -0.01], [0.00, -0.01, 0.00], [0.00, 0.02, 0.01], [0.05, -0.06, 0.02], [0.04, -0.03, 0.01], [0.03, 0.00, 0.02], [0.01, 0.00, 0.01], [0.01, 0.00, -0.01], [-0.01, 0.00, 0.00], [0.00, 0.00, 0.01], [-0.02, 0.01, -0.08], [0.00, 0.00, 0.00], [-0.01, 0.00, 0.00], [0.06, -0.07, 0.12], [0.00, 0.00, 0.00], [0.02, -0.03, 0.05], [0.03, -0.01, 0.01], [-0.01, 0.02, 0.00], [0.00, 0.01, -0.01], [0.01, 0.00, 0.02], [-0.03, -0.04, -0.04], [-0.01, 0.01, 0.00], [0.00, 0.00, 0.00], [0.00, 0.00, 0.00]]
}

(5)
{
  "formula": "C15H18F3N7",
  "method": "ωB97M-V/def2-TZVPD",
  "smiles": "CCNc1nc(Nc2cc(C(C)(C)C#N)nn2C)ncc1C(F)(F)F",
  "max_force_ev_per_a": 2.84,
  "e_lumo_ev": 0.628,
  "relative_energy_ev": 0.272,
  "elements": ["F", "F", "F", "N", "N", "N", "N", "N", "N", "N", "C", "C", "C", "C", "C", "C", "C", "C", "C", "C", "C", "C", "C", "C", "C", "H", "H", "H", "H", "H", "H", "H", "H", "H", "H", "H", "H", "H", "H", "H", "H", "H", "H"],
  "coordinates": [[3.738466, 0.203454, -4.389662], [1.946558, -0.359785, -5.507485], [2.087881, 1.719657, -4.623230], [1.768800, -0.886288, -1.023002], [-0.281659, -1.507596, -0.039187], [-0.296140, -0.640685, -2.104703], [0.928691, -0.640066, 3.304461], [-0.478096, 0.147148, -4.276768], [1.137318, -1.143472, 2.052701], [-3.052435, 1.796988, 3.617055], [0.458833, -0.986631, -1.062311], [2.403503, -1.720493, 1.689391], [-0.024369, -1.128742, 1.288400], [-0.950969, 0.495817, 4.515599], [-0.347440, -0.313526, 3.378942], [0.309633, -0.158100, -3.172446], [1.698947, -0.046125, -3.215284], [0.064366, 1.523926, 5.116309], [-1.860257, 0.568779, -4.064976], [-2.109958, 1.234374, 4.001474], [-2.296477, 1.274465, -5.310997], [2.386061, -0.370474, -2.088385], [-0.971474, -0.647512, 2.119528], [2.394776, 0.405146, -4.479244], [-1.458531, -0.388491, 5.622821], [-1.910926, 0.199029, 6.412794], [-0.414610, 2.235072, 5.783599], [-3.316488, 1.658548, -5.169882], [3.455202, -0.231142, -2.087522], [-1.587029, 2.098316, -5.484961], [-0.011740, 0.465314, -5.142351], [-2.197457, -1.095217, 5.237040], [2.953542, -2.036107, 2.581644], [0.843013, 1.007126, 5.677046], [2.213178, -2.592218, 1.021539], [-2.027248, -0.445390, 1.856572], [-0.625310, -0.943232, 6.058651], [-2.570367, -0.253333, -3.851583], [0.496465, 2.069089, 4.279464], [-1.256042, -1.422193, -0.302427], [-1.962925, 1.261348, -3.203151], [3.032897, -0.994153, 1.146787], [-2.310183, 0.587378, -6.162261]],
  "forces_ev_per_a": [[-0.97, 0.81, -0.52], [0.46, 1.14, -0.31], [0.80, -0.57, -1.27], [0.74, 0.16, 1.03], [0.86, -0.24, 0.75], [-0.59, 0.40, -0.20], [0.22, -0.02, -0.35], [0.62, -0.02, 0.96], [-1.02, -0.22, -0.47], [1.46, -0.84, 0.61], [0.24, 0.42, -1.64], [0.85, -0.38, -0.52], [0.70, 0.03, 1.52], [0.74, 0.40, 0.31], [0.01, -0.22, -2.10], [-1.11, -0.39, -1.64], [0.87, 0.12, -0.84], [-0.16, -0.32, -0.73], [-0.50, -0.10, 0.37], [-1.54, 1.02, -0.87], [-0.37, 0.44, -0.23], [-0.56, -0.40, 0.00], [-2.10, 1.30, 1.39], [-0.36, -1.00, 2.24], [-0.20, -0.92, 0.51], [-0.16, 0.14, 0.12], [-0.27, -0.07, 0.01], [0.36, 0.08, -0.20], [0.21, -0.19, 0.37], [-0.46, -0.08, -0.27], [-0.62, -0.23, 1.13], [0.06, 0.00, 0.15], [-0.43, 0.01, -0.05], [0.01, -0.08, -0.23], [0.28, 0.66, 0.52], [0.88, -0.15, 0.17], [-0.04, -0.05, -0.10], [0.71, 0.02, -0.07], [0.25, 0.11, 0.16], [0.02, -0.13, 0.40], [0.39, -0.38, -0.33], [-0.35, -0.40, 0.20], [0.09, 0.17, 0.00]]
}